Record 1
C28H29AsCl5F6N9OSn | ωB97M-V/def2-TZVPD

Computed properties:
energy above the lowest of the compared OMol25 structures with the same formula, charge and spin = 0.0000 eV
HOMO level (alpha / beta) = -16.76 / -16.76 eV
frontier orbital gap (alpha / beta) = 7.46 / 5.11 eV
electronic energy = -190528.4488 eV
lowest unoccupied orbital energy (alpha / beta) = -9.30 / -11.66 eV
molecular weight = 992.49 g/mol
multiplicity = 2
largest force on an atom = 1.83 eV Å⁻¹
net charge = +3

Cartesian coordinates (Å):
Sn 0.122 0.138 -0.118
N -1.634 -1.997 2.195
C -1.202 -2.707 1.144
N -1.532 -3.981 1.102
C -1.055 -4.682 0.070
N -1.390 -5.951 -0.052
N -0.203 -4.167 -0.861
C 0.064 -2.904 -0.736
N -0.465 -2.065 0.189
C 1.102 -2.349 -1.641
C 1.652 -3.127 -2.639
C 2.704 -2.612 -3.387
C 3.182 -1.351 -3.084
C 2.567 -0.616 -2.085
N 1.533 -1.099 -1.383
H -2.052 -2.519 2.952
H -1.225 -1.106 2.416
H -1.981 -6.387 0.638
H -1.005 -6.504 -0.801
H 1.265 -4.122 -2.802
H 3.148 -3.198 -4.181
H 4.018 -0.919 -3.617
H 2.896 0.382 -1.848
Cl 1.658 2.742 1.911
C 0.000 2.793 2.123
C -0.824 1.675 1.735
C -2.107 1.819 2.197
Cl -3.265 0.540 2.030
C -2.621 2.974 2.899
Cl -4.214 3.026 3.418
C -1.796 4.082 3.149
Cl -2.393 5.451 3.945
C -0.475 3.996 2.757
Cl 0.571 5.282 3.054
F 2.000 1.816 -0.610
As 1.296 3.043 -1.813
F 0.930 1.597 -2.695
F 2.763 3.129 -2.665
F 1.668 4.323 -0.758
F 0.423 3.980 -2.921
F -0.167 2.723 -0.831
N 1.572 -0.305 1.368
C 2.522 -0.457 2.024
N 3.563 -0.639 2.742
C 3.492 -0.898 4.206
C 4.306 0.174 4.915
O 5.617 0.214 4.405
C 5.658 0.571 3.044
C 4.937 -0.464 2.194
H 3.920 -1.886 4.378
H 2.449 -0.897 4.517
H 4.381 -0.066 5.975
H 3.822 1.155 4.809
H 6.707 0.608 2.755
H 5.217 1.566 2.893
H 5.435 -1.432 2.254
H 4.864 -0.156 1.152
C -3.939 -0.929 -0.689
N -4.384 0.485 -0.856
C -5.400 0.573 -1.954
C -3.252 1.495 -1.052
C -2.382 1.110 -2.188
C -2.642 1.653 -3.449
C -1.940 1.256 -4.571
C -0.969 0.286 -4.456
C -0.631 -0.239 -3.209
C -1.322 0.209 -2.101
H -4.790 -1.508 -0.338
H -3.128 -0.973 0.029
H -3.611 -1.298 -1.657
H -4.842 0.769 0.012
H -4.898 0.373 -2.896
H -5.833 1.570 -1.954
H -6.169 -0.172 -1.771
H -2.682 1.568 -0.132
H -3.761 2.441 -1.236
H -3.432 2.390 -3.545
H -2.165 1.694 -5.533
H -0.420 -0.042 -5.329
H 0.173 -0.945 -3.152

Forces on the atoms, in the same order (eV/Å):
-1.4 0.1 -0.9
0.1 0.0 0.1
0.1 -0.1 0.0
0.0 0.1 0.0
0.0 0.0 -0.1
0.0 0.0 0.0
0.0 0.0 0.1
-0.1 0.0 -0.1
0.2 0.0 0.3
0.2 -0.1 0.2
0.0 0.0 0.1
0.0 0.0 0.0
0.0 0.0 0.0
0.0 0.0 0.0
0.2 0.1 0.1
0.0 0.0 0.0
0.0 0.0 0.0
0.0 0.0 0.0
0.0 0.0 0.0
0.0 0.0 0.0
0.0 0.0 0.0
0.0 0.0 0.0
0.0 0.0 0.0
0.0 -0.1 0.2
0.3 -0.2 -0.1
0.1 0.3 -0.4
0.0 -0.3 0.1
0.0 0.1 0.3
0.0 0.1 0.1
0.0 0.0 0.0
0.1 0.0 0.0
0.0 0.0 0.0
-0.1 0.2 0.0
0.0 0.0 0.0
-0.2 -0.2 0.0
0.0 0.1 -0.6
0.0 0.1 0.0
0.2 0.1 0.5
0.1 -0.1 0.1
-0.1 0.1 0.2
-0.1 0.0 0.0
0.3 -0.1 0.1
0.0 0.0 0.0
0.0 0.1 0.1
0.0 0.0 0.0
0.0 0.0 0.0
0.0 -0.1 0.0
0.0 0.0 0.0
0.0 0.0 0.0
0.0 0.0 0.0
0.0 0.0 0.0
0.0 0.0 0.0
0.0 0.0 0.0
0.0 0.0 0.0
0.0 0.0 0.0
0.0 0.0 0.0
0.0 0.0 0.0
-0.1 0.0 -0.2
0.0 0.1 0.0
0.0 0.0 0.1
0.0 -0.1 -0.1
0.4 0.2 -0.7
-0.4 -0.1 0.3
0.0 0.0 -0.2
0.1 -0.4 -0.1
-0.8 0.1 -0.2
1.1 0.3 1.4
0.0 0.0 0.0
0.0 -0.1 -0.1
0.0 0.0 0.0
0.0 -0.1 0.0
0.0 0.0 0.0
0.0 0.0 0.0
0.0 0.0 0.0
-0.2 -0.1 0.0
0.1 0.1 0.0
0.0 0.0 0.0
0.0 0.0 0.0
0.0 0.0 0.0
0.1 0.1 -0.1

These are the Mulliken partial charges, in e, on atoms 1 to 2: Sn 1.609; N -0.066

=====

Record 2
C28H29BMnNO3 | ωB97M-V/def2-TZVPD

Computed properties:
energy above the lowest of the compared OMol25 structures with the same formula, charge and spin = 0.6323 eV
HOMO level (alpha / beta) = -11.15 / -11.16 eV
frontier orbital gap (alpha / beta) = 6.94 / 7.15 eV
electronic energy = -69128.4411 eV
lowest unoccupied orbital energy (alpha / beta) = -4.21 / -4.02 eV
molecular weight = 493.29 g/mol
multiplicity = 4
largest force on an atom = 3.25 eV Å⁻¹
net charge = +1

Cartesian coordinates (Å):
C -0.758 1.731 -0.042
C -0.979 1.530 -1.458
C -1.908 0.455 -1.600
H -0.608 2.141 -2.279
C -2.239 -0.033 -0.305
C -1.480 0.704 0.671
H -3.013 -0.759 -0.093
C 2.161 0.494 0.609
C 1.718 1.292 -0.583
C 1.746 0.508 -1.755
H 1.744 2.371 -0.551
C 1.712 -0.867 -1.330
C 1.779 -0.881 0.122
H -2.387 0.188 -2.535
H -1.533 0.591 1.748
H -0.244 2.572 0.409
H 1.926 -1.781 0.714
H 1.796 0.860 -2.781
H 3.240 0.586 0.846
Mn -0.044 -0.120 -0.588
C 1.313 -2.027 -2.190
C 2.321 -3.138 -1.940
C 1.264 -1.732 -3.701
H 3.340 -2.736 -2.061
H 2.153 -3.931 -2.671
H 2.227 -3.577 -0.946
H 2.224 -1.345 -4.066
H 0.465 -1.029 -3.986
H 1.051 -2.685 -4.212
C -0.189 -2.263 -1.789
C -0.568 -3.611 -1.267
H -0.848 -2.007 -2.634
H -0.480 -1.669 -0.829
O 0.071 -4.047 -0.290
N -1.641 -4.197 -1.942
C -2.979 -3.659 -1.676
H -1.679 -5.212 -1.919
C -3.475 -2.601 -2.628
C -4.581 -1.807 -2.281
H -5.110 -2.009 -1.343
C -5.011 -0.784 -3.134
H -5.863 -0.161 -2.848
C -4.347 -0.560 -4.345
H -4.660 0.256 -4.994
C -3.272 -1.374 -4.715
H -2.744 -1.224 -5.659
C -2.863 -2.419 -3.872
H -2.068 -3.115 -4.162
H -2.965 -3.242 -0.663
H -3.671 -4.514 -1.680
O 1.592 2.370 2.328
B 1.588 1.007 1.964
O 1.096 0.228 3.037
C 0.842 1.106 4.067
C 0.572 0.832 5.396
C 0.491 1.920 6.275
C 0.820 3.208 5.850
C 1.226 3.453 4.528
C 1.159 2.407 3.634
H 0.457 -0.199 5.725
H 0.162 1.759 7.304
H 0.770 4.040 6.553
H 1.614 4.414 4.200

Forces on the atoms, in the same order (eV/Å):
-1.1 0.6 0.8
-1.6 0.0 0.0
-0.9 1.2 0.2
0.0 -0.2 0.4
0.2 0.3 -0.4
-0.3 1.3 -0.6
0.3 -0.2 0.0
0.1 -0.1 0.5
0.8 0.0 0.1
-0.3 -1.1 0.7
-0.1 0.0 -0.2
1.3 0.6 0.7
0.2 -0.6 -1.4
0.2 -0.3 0.1
0.1 0.0 -0.2
-0.1 -0.3 -0.1
-0.3 0.1 -0.2
-0.4 -0.1 0.2
0.1 0.0 -0.6
2.0 2.4 0.7
-0.2 0.0 -0.2
0.0 -0.5 0.0
0.2 0.1 -0.1
-0.4 -0.2 -0.1
0.2 -0.1 0.1
0.1 0.1 -0.1
-0.2 -0.2 0.0
0.3 -0.1 0.2
0.1 0.4 0.1
-0.5 -0.1 0.3
1.5 -0.9 1.9
0.3 0.2 0.7
-0.3 -2.3 -1.6
-1.7 0.1 -2.4
0.2 -1.1 -0.2
-0.2 0.1 0.2
0.4 0.2 0.5
-0.2 0.3 -0.6
0.2 0.0 -0.2
0.2 0.2 -0.3
0.1 -0.2 0.1
0.3 -0.2 -0.1
0.2 0.0 0.1
0.0 -0.2 0.1
-0.1 -0.3 0.2
-0.3 0.0 0.2
-0.2 0.3 0.0
-0.2 0.4 0.1
-0.4 -0.1 0.1
0.2 0.3 0.1
0.1 -0.9 -0.6
-0.8 0.5 1.9
0.3 0.1 -1.2
0.7 1.0 0.3
-0.2 -0.2 -0.4
-0.1 0.1 -0.1
0.0 0.0 -0.2
-0.2 0.2 -0.1
0.1 -0.8 1.0
-0.1 0.3 0.0
0.3 0.0 -0.3
0.1 -0.3 -0.2
-0.2 -0.1 0.1

These are the Mulliken partial charges, in e, on atoms 1 to 2: C -0.757; C -1.236

=====

Record 3
C28H29BN6SiSn | ωB97M-V/def2-TZVPD

Computed properties:
energy above the lowest of the compared OMol25 structures with the same formula, charge and spin = 2.3770 eV
HOMO level (alpha / beta) = -13.54 / -13.49 eV
frontier orbital gap (alpha / beta) = 3.14 / 3.06 eV
electronic energy = -52812.6382 eV
lowest unoccupied orbital energy (alpha / beta) = -10.40 / -10.43 eV
molecular weight = 607.19 g/mol
largest force on an atom = 9.05 eV Å⁻¹
net charge = +2

Cartesian coordinates (Å):
C 2.943 0.281 -0.227
N 1.654 0.204 -0.652
N 1.721 0.092 -2.033
C 3.010 0.069 -2.439
C 3.826 0.200 -1.312
B 0.396 0.182 -2.846
N -0.515 -1.052 -2.483
N -0.863 -1.393 -1.177
C -1.689 -2.466 -1.282
C -1.889 -2.794 -2.628
C -1.116 -1.898 -3.358
Sn 0.060 -0.846 1.047
N -0.277 1.554 -2.492
N -0.909 1.726 -1.337
C -1.286 2.983 -1.229
C -1.015 3.659 -2.438
C -0.367 2.692 -3.229
H -1.715 3.361 -0.310
H -0.022 2.677 -4.263
H -1.279 4.678 -2.686
H 0.656 0.092 -4.012
H -1.002 -1.794 -4.442
H 3.316 -0.014 -3.461
H -2.540 -3.571 -2.976
H 4.886 0.257 -1.281
H -2.109 -2.948 -0.402
H 3.253 0.391 0.795
H -2.475 -0.284 1.098
C -2.041 -1.160 1.610
H -2.605 -2.033 1.248
H -0.957 -2.111 1.318
H -2.000 -1.083 2.708
C 0.812 5.398 2.044
C 2.011 4.690 2.193
C 1.992 3.299 2.416
C 0.775 2.607 2.529
C -0.422 3.324 2.334
C -0.408 4.712 2.109
Si 0.714 0.770 2.839
C 2.390 0.008 3.247
C 2.737 -1.251 2.736
C 3.958 -1.857 3.073
C 4.829 -1.213 3.962
C 4.476 0.026 4.515
C 3.254 0.631 4.160
C -0.292 0.416 4.394
C -0.190 -0.856 4.991
C -0.864 -1.150 6.188
C -1.669 -0.176 6.791
C -1.810 1.082 6.189
C -1.122 1.373 4.995
H 0.823 6.475 1.867
H 2.964 5.213 2.126
H 2.934 2.753 2.482
H -1.381 2.802 2.348
H -1.350 5.243 1.989
H 2.049 -1.779 2.050
H 4.209 -2.826 2.646
H 5.779 -1.681 4.221
H 5.143 0.524 5.216
H 2.983 1.587 4.610
H 0.431 -1.629 4.531
H -0.752 -2.136 6.640
H -2.192 -0.399 7.723
H -2.449 1.841 6.640
H -1.238 2.353 4.534

Forces on the atoms, in the same order (eV/Å):
0.5 -0.2 -1.4
0.7 -0.6 0.2
-0.1 -0.5 0.8
-0.4 0.3 1.4
-1.3 0.0 0.2
0.0 0.7 0.0
0.1 -0.1 0.9
0.3 -0.2 0.1
0.1 0.0 -1.0
0.0 0.0 1.0
0.0 0.6 1.1
4.7 4.7 -6.1
-0.5 -0.5 -0.9
0.4 -1.2 2.2
0.0 0.5 -1.0
0.5 -0.7 -0.3
-0.3 0.4 0.3
-0.1 -0.1 -0.3
0.0 0.3 0.4
0.2 -0.2 -0.1
-0.1 0.1 0.1
0.1 0.1 0.6
-0.3 0.1 -0.3
0.0 -0.1 -0.2
0.5 0.0 0.0
0.1 0.0 -0.4
-0.4 0.0 0.2
1.3 0.1 -0.7
-1.9 -4.1 0.9
-0.7 0.5 0.7
-4.2 -0.2 0.6
0.1 -0.2 -0.4
0.0 -0.4 0.1
-0.2 -0.5 0.1
0.1 0.5 -0.2
-0.4 -0.1 -1.0
0.1 0.7 -0.1
0.2 -0.6 0.2
1.7 2.0 3.4
-0.3 -0.5 -0.6
0.9 0.3 0.7
-0.5 0.1 0.0
-0.3 0.2 -0.1
-0.6 -0.1 -0.4
0.6 -0.2 0.1
-0.6 -0.5 -0.6
-0.4 -0.1 0.4
0.2 0.2 -0.5
0.0 0.2 -0.3
0.4 -0.2 -0.3
-0.4 0.0 0.4
0.0 -0.4 0.1
-0.2 -0.2 0.0
-0.2 0.2 0.0
0.1 0.2 0.0
0.2 -0.1 0.0
0.4 -0.1 0.1
0.0 0.2 0.1
-0.3 0.1 -0.1
-0.2 -0.1 -0.1
0.1 -0.2 -0.1
0.0 0.1 0.2
0.0 0.3 -0.1
0.2 0.1 -0.3
0.2 -0.2 -0.1
0.0 -0.2 0.3

These are the Mulliken partial charges, in e, on atoms 1 to 2: C -0.286; N 0.148

=====

Record 4
C28H29BiF3N6O2S2Se | ωB97M-V/def2-TZVPD

Computed properties:
energy above the lowest of the compared OMol25 structures with the same formula, charge and spin = 0.2362 eV
HOMO level = -5.86 eV
frontier orbital gap = 8.25 eV
electronic energy = -143554.5349 eV
lowest unoccupied orbital energy = 2.39 eV
molecular weight = 890.65 g/mol
largest force on an atom = 0.67 eV Å⁻¹
net charge = -1

Cartesian coordinates (Å):
Bi -1.213 0.112 1.904
C -2.988 1.596 -2.716
C -1.569 1.073 -2.497
C -0.775 1.132 -3.807
C -0.806 1.805 -1.407
C -1.138 3.074 -0.943
C -0.352 3.723 0.008
C 0.800 3.132 0.518
C 1.696 3.837 1.505
C 1.109 1.842 0.086
C 0.324 1.194 -0.858
H -3.539 0.924 -3.376
H -2.974 2.586 -3.184
H -3.533 1.681 -1.773
H -1.621 0.022 -2.199
H -0.689 2.167 -4.153
H -1.275 0.547 -4.587
H 0.232 0.731 -3.672
H -2.033 3.569 -1.304
H -0.644 4.704 0.366
H 1.626 3.380 2.493
H 1.419 4.887 1.610
H 2.738 3.775 1.184
H 1.983 1.337 0.495
H 0.578 0.187 -1.177
C 5.219 0.703 -3.104
C 4.156 -0.183 -2.502
C 3.237 -0.853 -3.303
C 2.221 -1.617 -2.743
C 2.124 -1.726 -1.363
C 3.042 -1.075 -0.548
C 4.052 -0.317 -1.120
S 0.718 -2.606 -0.696
O 1.086 -4.002 -0.602
O -0.361 -2.275 -1.595
N 0.410 -1.918 0.697
C 1.009 -2.274 1.889
C 1.961 -3.304 2.108
C 2.447 -3.516 3.375
C 2.006 -2.732 4.441
C 1.085 -1.754 4.160
N 0.602 -1.518 2.935
H 5.206 0.650 -4.193
H 6.216 0.419 -2.759
H 5.054 1.743 -2.816
H 3.306 -0.762 -4.383
H 1.486 -2.111 -3.367
H 2.964 -1.147 0.528
H 4.765 0.195 -0.481
H 2.266 -3.921 1.276
H 3.168 -4.306 3.545
H 2.364 -2.882 5.450
H 0.698 -1.115 4.949
Se -0.295 1.492 4.124
C -0.625 3.261 3.775
N -0.765 4.396 3.594
N -4.079 -0.868 -0.171
C -4.673 -1.839 -0.886
C -3.938 -2.985 -0.692
C -2.902 -2.599 0.175
N -3.001 -1.314 0.492
H -4.360 0.093 -0.055
H -5.560 -1.644 -1.469
H -4.111 -3.960 -1.117
H -2.090 -3.192 0.570
S -3.698 -3.184 4.493
C -2.861 -1.977 3.841
N -2.251 -1.093 3.372
F -3.636 1.830 0.654
C -3.294 1.442 1.967
F -4.391 0.740 2.371
F -3.333 2.585 2.667

Forces on the atoms, in the same order (eV/Å):
-0.5 0.2 -0.4
0.1 0.0 0.1
0.0 0.1 0.0
0.0 -0.1 0.0
0.0 0.0 0.1
0.0 0.0 0.1
0.0 0.0 0.0
0.0 0.0 0.1
0.0 0.0 -0.1
0.1 -0.1 -0.1
0.0 0.0 -0.1
0.0 0.0 0.0
0.0 0.0 0.0
0.0 0.0 -0.1
0.0 0.0 0.1
0.0 0.0 0.0
0.0 0.0 0.0
0.0 0.0 0.0
0.1 0.0 0.0
0.0 0.0 0.0
0.0 0.0 0.0
0.0 -0.1 0.0
0.0 0.0 0.0
-0.1 0.0 -0.1
0.0 0.2 0.0
-0.1 -0.1 0.0
0.0 0.0 0.0
0.0 0.0 0.0
0.1 0.0 0.0
0.0 0.1 0.0
0.0 -0.2 -0.1
0.0 0.0 0.0
0.0 0.1 0.3
0.1 0.0 -0.1
-0.1 0.0 -0.1
0.3 -0.2 0.5
0.0 0.0 -0.1
-0.1 0.1 -0.2
0.0 0.0 0.0
0.1 -0.1 0.0
-0.2 0.2 -0.1
0.3 -0.2 -0.2
0.0 0.0 0.0
0.0 0.0 0.0
0.0 0.0 0.0
0.0 0.0 0.1
0.0 0.1 0.0
0.0 0.0 0.0
0.0 0.0 0.0
0.0 0.0 0.0
0.0 0.0 0.0
0.0 0.0 0.0
0.0 0.0 0.0
0.2 0.2 0.3
-0.1 0.3 -0.1
0.0 -0.3 0.1
0.0 0.0 0.0
0.0 0.1 0.0
0.1 -0.1 0.1
0.0 0.0 0.1
0.0 -0.2 -0.3
0.0 0.0 0.0
0.1 0.0 0.1
0.0 0.1 0.0
-0.1 0.1 0.0
0.0 0.1 0.0
-0.1 -0.2 0.0
0.0 0.0 0.1
0.1 0.0 0.1
-0.1 -0.2 -0.1
0.0 0.0 0.0
0.1 0.1 0.0

These are the Mulliken partial charges, in e, on atoms 1 to 2: Bi 2.002; C -1.872

=====

- Which of these has the highest electronic energy?
  C28H29BN6SiSn